{"formula": "C7H6NOPS3", "method": "wB97M-V/def2-TZVPD", "spin_multiplicity": 1, "total_charge": 0, "fmax_ev_per_a": 3.4, "e_tot_ev": -52689.45816, "homo_ha": -0.3253, "smiles": "S=C1N[P@](=S)(S)Oc2ccccc21", "elements": ["C", "C", "C", "C", "C", "C", "C", "N", "O", "P", "S", "S", "S", "H", "H", "H", "H", "H", "H"], "coordinates": [[2.75420, 0.19553, -0.14553], [2.44099, -1.11372, -0.53176], [1.79019, 1.04156, 0.19011], [1.06752, -1.49237, -0.76583], [0.45222, 0.68812, -0.00618], [0.07540, -0.55636, -0.46088], [-0.63593, 1.66550, 0.13883], [-1.96625, 1.27345, 0.38663], [-1.24107, -0.97280, -0.58884], [-2.50861, -0.37972, 0.14712], [-0.41898, 3.33553, -0.05446], [-4.28344, -0.58303, -0.64730], [-2.51009, -1.24593, 2.20348], [3.76838, 0.64869, 0.01167], [3.08270, -1.79789, -1.02205], [2.10416, 2.07024, 0.49809], [0.83734, -2.38873, -1.35290], [-2.64114, 2.02154, 0.38406], [-2.16759, -2.40960, 1.61572]], "nbo_charge": [-0.230, -0.162, -0.128, -0.235, -0.213, 0.321, 0.142, -0.929, -0.793, 1.547, -0.113, -0.466, -0.283, 0.232, 0.222, 0.252, 0.237, 0.449, 0.150]}